The following is a quantum chemistry calculation of a molecular structure, C35H52AsAuOP3 at a distorted geometry, from the OMol25 dataset.

Structure (XYZ):
```
93
Properties=species:S:1:pos:R:3:forces:R:3:mulliken_spin:R:1
Au -0.123358 -0.974073 -0.814553 -1.56 0.55 1.66 0.24
P 0.645928 -1.892421 -2.769207 0.33 -0.27 -1.41 0.32
P -2.428009 -0.023008 -1.423393 -0.86 -0.30 -0.90 0.12
P 1.351134 -1.371383 1.087446 1.05 -0.93 0.52 0.12
H -3.345686 -1.580331 1.412420 0.56 0.30 0.60 0.00
C -2.620786 -1.330731 2.214910 0.09 0.18 0.15 0.01
C -2.553250 -0.127605 2.817148 0.25 -1.12 -0.93 0.02
H -3.134768 0.713128 2.454877 -0.11 -0.04 0.35 0.00
C 0.036732 -3.535763 -3.071891 0.06 -0.67 0.54 0.04
C 0.124595 -0.946044 -4.189198 0.12 0.53 -0.15 0.01
C 2.443960 -1.902560 -2.740460 0.28 -0.04 0.01 0.02
C -3.716155 0.787012 -0.389867 0.20 0.02 0.52 0.04
C -2.161826 1.268843 -2.659322 0.27 0.18 -0.25 0.00
C -3.485187 -1.246585 -2.317969 0.27 -0.35 0.18 0.00
C 0.975221 -0.877968 2.811769 -0.37 0.47 0.08 0.03
C 2.952207 -0.638056 0.730062 0.08 0.38 -0.06 0.00
C 1.746084 -3.119931 1.378467 -0.30 0.03 -0.25 0.00
H -1.979143 -2.171235 2.536259 -0.55 0.47 -0.06 0.00
H -1.866047 0.026089 3.643238 -0.15 0.11 -0.04 0.00
H 0.468636 -4.087538 -3.912752 0.22 0.52 -0.12 0.01
H -1.051246 -3.612927 -3.158620 0.14 0.22 0.23 0.00
H 0.405881 -4.021055 -2.174096 -0.18 -0.52 0.01 -0.02
H 0.564804 -1.342184 -5.109964 0.02 -0.09 0.14 0.01
H 0.474728 0.081209 -4.058163 -0.25 0.02 -0.25 0.00
H -0.965472 -1.006977 -4.270132 0.21 0.21 -0.04 0.00
H 2.893832 -2.162485 -3.704208 -0.30 -0.08 -0.03 0.01
H 2.815256 -2.614584 -1.995571 -0.09 0.17 -0.03 0.00
H 2.774517 -0.889658 -2.498498 0.06 -0.07 0.10 0.00
H -4.657039 0.829774 -0.965668 0.47 -0.10 0.10 0.01
H -3.409883 1.817162 -0.163271 -0.02 -0.30 0.05 -0.01
H -3.887737 0.240191 0.544514 -0.05 0.23 -0.36 0.00
H -3.007719 1.331446 -3.349296 0.01 0.10 0.16 0.00
H -1.264735 1.057573 -3.235068 -0.05 0.08 -0.09 0.00
H -2.011055 2.223007 -2.149819 -0.10 -0.01 -0.11 0.01
H -4.441399 -0.788379 -2.640882 0.62 -0.12 0.16 0.00
H -3.715963 -2.087264 -1.638921 0.07 0.30 -0.34 0.00
H -2.947090 -1.640307 -3.196839 -0.29 0.10 0.32 0.00
H 1.820097 -1.224849 3.443702 -0.42 0.25 -0.44 0.01
H 0.042548 -1.349132 3.170942 0.51 0.21 -0.25 0.00
H 0.874846 0.220052 2.887529 0.04 -0.46 0.08 -0.01
H 3.709641 -1.055565 1.402907 -0.11 0.18 -0.11 0.00
H 2.879696 0.447844 0.838244 0.25 -0.12 0.00 0.00
H 3.207176 -0.861894 -0.307048 0.15 0.02 0.17 0.00
H 2.415215 -3.265851 2.246800 -0.27 0.38 -0.37 0.00
H 2.189878 -3.594140 0.493568 -0.22 0.11 0.28 0.00
H 0.781544 -3.596308 1.581518 0.37 -0.01 -0.11 0.01
C 0.468905 -6.158998 0.503773 -1.15 -1.87 0.20 0.00
C 0.113514 -7.394601 -0.097817 0.20 0.52 1.34 0.00
C -0.295414 -8.445578 0.731231 0.04 0.28 0.24 0.00
C -0.476019 -8.205547 2.102388 -0.26 0.01 0.30 0.00
C -0.020506 -7.024673 2.707435 0.47 -0.41 -0.49 0.00
C 0.606820 -6.051212 1.908991 -0.39 0.08 -0.05 0.00
O 0.457598 -5.047093 -0.313200 -0.35 1.08 -1.57 0.00
H -0.246675 -5.122437 -1.023783 1.22 -0.64 1.70 0.00
H 0.150247 -7.496829 -1.178905 -0.06 0.02 0.12 0.00
H -0.503081 -9.438605 0.319230 -0.10 0.50 0.11 0.00
H -1.003357 -8.934828 2.726157 0.42 0.11 -0.32 0.00
H -0.133183 -6.872887 3.801340 0.31 -0.19 -0.93 0.00
H 1.157719 -5.242153 2.410645 -0.73 -0.39 -0.43 0.00
C -0.063390 5.603829 4.275359 0.09 -0.15 0.07 0.01
C -0.596939 4.322101 4.410953 0.06 -0.41 -0.19 0.01
C -0.486405 3.410756 3.357613 0.18 0.46 -0.38 0.02
C 0.120072 3.832048 2.164264 -0.42 -0.41 0.87 0.09
C 0.690216 5.107775 2.043699 -0.11 0.23 -0.16 0.02
C 0.615072 5.995633 3.117629 -0.12 -0.42 -0.09 0.00
As 0.042998 2.655680 0.611683 0.94 2.40 -0.51 0.27
C -0.835473 4.000036 -0.529372 0.85 -1.02 1.11 0.19
C -2.097340 4.441705 -0.083885 -0.85 0.45 -0.35 0.05
C -2.847556 5.286433 -0.892571 0.17 -0.30 0.46 -0.01
C -2.316541 5.688159 -2.126920 -0.59 0.11 -0.07 0.17
C -1.034099 5.327168 -2.522009 1.39 -0.64 0.19 0.02
C -0.262658 4.497819 -1.701711 -0.40 0.34 -1.04 0.03
C 1.926212 2.734473 0.019429 -0.59 -0.34 -0.42 0.10
C 2.203051 2.358420 -1.303904 0.22 -0.12 0.13 0.00
C 3.519503 2.328833 -1.758745 -0.24 0.06 0.20 -0.01
C 4.543063 2.697932 -0.880399 0.23 -0.11 -0.23 0.03
C 4.266864 3.117710 0.418604 -0.36 0.02 0.13 0.00
C 2.949323 3.122181 0.886219 -0.05 0.01 0.06 0.00
H -0.148627 6.292440 5.103586 -0.02 0.08 0.01 0.00
H -1.094338 3.995495 5.325124 0.20 0.29 -0.18 0.00
H -0.855227 2.387992 3.429240 -0.10 0.29 0.14 0.00
H 1.202372 5.408731 1.125637 -0.25 -0.07 0.26 0.00
H 1.072322 6.984480 3.043079 -0.18 -0.33 0.03 0.00
H -2.472746 4.162176 0.897648 0.02 -0.15 -0.16 0.00
H -3.840284 5.617313 -0.577516 0.40 -0.04 -0.12 0.00
H -2.918788 6.291024 -2.796004 0.00 0.06 0.07 0.00
H -0.602225 5.661222 -3.467699 -0.27 0.13 0.33 0.00
H 0.769226 4.249013 -1.951869 -0.41 0.08 -0.10 0.00
H 1.385982 2.133628 -1.988895 0.12 -0.18 0.10 0.00
H 3.727156 2.030549 -2.789179 0.07 0.18 0.35 0.00
H 5.574599 2.661154 -1.225348 -0.19 0.07 0.08 0.00
H 5.061049 3.455999 1.082787 -0.12 -0.14 -0.23 0.00
H 2.706392 3.470992 1.894341 0.25 -0.25 -0.34 0.00
```
Forces are in eV/Å.

Properties
Relative energy (zero: lowest compared OMol25 entry of this formula, charge and spin), kJ/mol: 20.1
Net charge: +3
HOMO-LUMO gap (alpha / beta), eV: 6.20 / 2.24
Strongest force on any atom, eV/Å: 2.6
Highest occupied orbital energy (alpha / beta), eV: -14.3 / -14.3
⟨S²⟩: 2.02
Spin multiplicity: 3